94
Properties=species:S:1:pos:R:3:mulliken_charge:R:1 method="wB97M-V/def2-TZVPD" max_force_ev_per_a=0.72 total_charge=+2 energy_ha=-2647.01822 mol_weight_g_mol=847.71
Ta 0.75 -0.39 0.35 2.18
C -0.71 2.71 1.25 -1.26
C -0.37 2.83 2.71 -0.05
C -0.41 4.09 3.31 -0.50
C -0.13 4.26 4.66 -0.85
C 0.19 3.16 5.44 -0.85
C 0.23 1.90 4.87 -0.51
C -0.03 1.73 3.51 0.99
P -0.19 0.06 2.80 0.64
C 0.64 -1.09 3.93 0.79
C 1.91 -0.68 4.37 -0.80
C 2.69 -1.50 5.16 -0.98
C 2.21 -2.76 5.50 -0.95
C 0.98 -3.18 5.04 -0.68
C 0.18 -2.38 4.23 0.75
C -1.10 -2.98 3.69 -1.68
C -1.96 -0.15 2.67 0.81
C -2.84 0.02 3.73 -0.77
C -4.20 -0.07 3.50 -0.80
C -4.67 -0.32 2.21 -0.77
C -3.78 -0.47 1.15 -0.66
C -2.41 -0.38 1.37 0.38
C -1.42 -0.55 0.25 -1.71
H -0.87 3.69 0.81 0.53
H -1.62 2.12 1.10 0.24
H 0.10 2.24 0.68 0.11
H -0.67 4.95 2.70 0.48
H -0.17 5.25 5.09 0.46
H 0.39 3.27 6.49 0.49
H 0.45 1.05 5.49 0.47
H 2.28 0.30 4.09 0.56
H 3.66 -1.16 5.50 0.50
H 2.81 -3.41 6.13 0.45
H 0.63 -4.18 5.29 0.49
H -1.08 -4.06 3.80 0.55
H -1.24 -2.75 2.63 0.24
H -1.98 -2.61 4.22 0.35
H -2.47 0.24 4.72 0.58
H -4.90 0.06 4.31 0.49
H -5.73 -0.39 2.03 0.45
H -4.16 -0.65 0.15 0.56
H -1.73 0.06 -0.62 0.72
H -1.50 -1.58 -0.14 0.86
C -0.26 -0.94 -4.01 -0.99
C -0.03 -2.29 -4.21 -0.53
C 0.44 -3.07 -3.16 -0.98
C 0.65 -2.48 -1.92 1.09
N 0.40 -1.17 -1.74 0.14
C -0.03 -0.41 -2.75 -0.15
C 1.19 -3.17 -0.73 0.23
C 1.52 -4.51 -0.71 -0.59
C 2.09 -5.07 0.43 -1.21
C 2.35 -4.29 1.54 -1.08
C 2.02 -2.94 1.53 -0.14
C 1.41 -2.37 0.41 0.37
H -0.61 -0.30 -4.80 0.46
H -0.20 -2.74 -5.18 0.49
H 0.64 -4.12 -3.31 0.50
H -0.18 0.64 -2.55 0.50
H 1.35 -5.14 -1.58 0.50
H 2.35 -6.12 0.43 0.43
H 2.82 -4.72 2.42 0.56
H 2.25 -2.34 2.41 0.28
C 2.84 4.23 -0.54 -1.41
C 3.70 3.63 0.55 1.63
C 5.10 4.19 0.58 -1.81
C 3.03 3.65 1.91 -1.38
O 3.92 2.17 0.16 0.18
P 3.03 0.94 0.08 -0.43
O 1.76 0.98 -0.82 -0.76
O 2.31 0.49 1.39 0.37
O 3.85 -0.23 -0.50 -0.13
C 5.20 -0.76 -0.15 1.45
C 5.33 -0.75 1.37 -1.14
C 6.25 0.11 -0.82 -1.57
C 5.18 -2.16 -0.71 -1.34
H 2.71 5.29 -0.35 0.48
H 1.85 3.76 -0.56 0.17
H 3.32 4.11 -1.51 0.37
H 5.04 5.25 0.83 0.49
H 5.57 4.10 -0.40 0.40
H 5.71 3.69 1.32 0.36
H 2.92 4.69 2.23 0.62
H 3.63 3.12 2.65 0.34
H 2.04 3.20 1.86 0.06
H 5.33 0.28 1.75 0.19
H 6.27 -1.21 1.67 0.58
H 4.51 -1.30 1.82 0.03
H 6.20 1.13 -0.45 0.21
H 6.10 0.11 -1.90 0.37
H 7.24 -0.29 -0.61 0.46
H 4.43 -2.77 -0.21 0.19
H 6.16 -2.63 -0.57 0.46
H 4.97 -2.13 -1.78 0.36

***

101
Properties=species:S:1:pos:R:3:mulliken_charge:R:1 method="wB97M-V/def2-TZVPD" max_force_ev_per_a=3.18 total_charge=-1 energy_ha=-9155.05595 mol_weight_g_mol=1046.51
Cs -0.48 -0.59 0.60 2.27
O 1.16 -2.00 1.55 -0.66
C 1.58 -2.90 0.74 -0.06
O 0.89 -3.54 -0.04 -0.77
C 3.07 -3.08 0.82 -0.12
C 3.71 -4.25 0.47 -0.46
C 5.07 -4.37 0.68 -0.56
C 5.78 -3.30 1.22 -0.85
C 5.14 -2.11 1.52 -0.05
C 3.77 -1.98 1.33 0.12
P 2.74 -0.51 1.69 1.00
C 2.67 -0.66 3.52 0.33
C 3.84 -0.63 4.28 0.18
C 3.78 -0.71 5.66 -0.83
C 2.55 -0.83 6.30 -0.72
C 1.38 -0.86 5.56 -0.36
C 1.45 -0.77 4.17 -0.22
C 4.09 0.79 1.62 0.50
C 4.96 0.83 0.53 -0.45
C 5.81 1.91 0.33 -1.16
C 5.78 3.00 1.19 -0.32
C 4.87 3.00 2.25 -0.87
C 4.02 1.91 2.44 -0.62
H 3.12 -5.06 0.06 0.54
H 5.57 -5.30 0.44 0.38
H 6.84 -3.41 1.41 0.40
H 5.73 -1.29 1.90 0.36
H 4.80 -0.53 3.80 0.18
H 4.69 -0.66 6.24 0.40
H 2.51 -0.88 7.38 0.39
H 0.42 -0.94 6.05 0.39
H 0.54 -0.77 3.60 0.23
H 4.98 0.00 -0.16 0.50
H 6.50 1.91 -0.51 0.42
H 6.45 3.83 1.06 0.37
H 4.84 3.84 2.93 0.45
H 3.30 1.92 3.25 0.46
N 1.78 3.90 1.28 -0.20
C 0.86 4.31 2.19 -0.73
C -0.36 4.00 1.65 -0.70
N -0.20 3.41 0.44 0.15
C 1.10 3.35 0.23 0.34
C 1.75 2.79 -0.92 0.32
N 1.16 2.25 -1.96 -0.01
C 2.14 1.86 -2.80 -0.86
C 3.36 2.17 -2.27 -0.53
N 3.10 2.78 -1.07 -0.09
H 2.78 3.91 1.41 0.10
H 1.14 4.78 3.11 0.47
H -1.34 4.16 2.06 0.50
H 1.92 1.40 -3.74 0.50
H 4.36 2.03 -2.63 0.47
H 3.81 3.06 -0.40 0.04
C -4.48 -2.40 0.22 -1.54
As -3.10 -1.59 -0.91 0.43
C -2.76 -3.22 -1.96 -1.41
C -4.41 -0.67 -2.10 -2.35
C -3.85 0.11 -3.30 3.09
C -3.80 -0.84 -4.50 -1.97
C -2.43 0.63 -3.04 -2.66
As -1.83 1.66 -1.42 0.85
C -1.70 3.39 -2.35 -1.48
C -3.45 2.15 -0.43 -1.19
C -4.78 1.27 -3.66 -1.24
As -6.68 0.77 -3.94 0.29
C -7.39 2.56 -3.52 -1.22
C -6.76 1.03 -5.90 -1.17
H -5.19 -2.97 -0.38 0.49
H -5.02 -1.63 0.77 0.38
H -4.02 -3.06 0.95 0.41
H -3.66 -3.63 -2.41 0.39
H -2.34 -3.95 -1.27 0.48
H -2.01 -3.04 -2.73 0.33
H -4.97 0.01 -1.45 0.56
H -5.14 -1.42 -2.46 0.67
H -3.19 -1.71 -4.27 0.31
H -3.37 -0.34 -5.37 0.41
H -4.80 -1.18 -4.76 0.45
H -2.13 1.25 -3.90 0.60
H -1.77 -0.25 -3.05 0.48
H -2.61 3.62 -2.90 0.46
H -0.86 3.35 -3.04 0.30
H -1.50 4.16 -1.62 0.42
H -4.20 2.67 -1.03 0.44
H -3.11 2.84 0.35 0.37
H -3.88 1.29 0.05 0.21
H -4.41 1.77 -4.57 0.73
H -4.77 2.01 -2.86 -0.01
H -7.37 2.74 -2.44 0.33
H -8.43 2.65 -3.85 0.40
H -6.80 3.33 -4.02 0.36
H -6.25 0.23 -6.43 0.32
H -6.31 1.98 -6.18 0.32
H -7.80 1.04 -6.23 0.41
N -2.78 -0.12 1.74 -0.50
C -2.81 -0.72 2.73 0.46
C -2.91 -1.45 3.89 0.11
C -2.37 -1.00 5.08 0.23
N -1.92 -0.62 6.08 -0.73
C -3.63 -2.64 3.84 0.04
N -4.25 -3.61 3.79 -0.58

***

106
Properties=species:S:1:pos:R:3:mulliken_charge:R:1 method="wB97M-V/def2-TZVPD" max_force_ev_per_a=0.55 total_charge=-1 energy_ha=-4071.16996 mol_weight_g_mol=876.96
Ca -0.54 -0.60 0.84 0.51
O -1.09 -3.87 -0.50 -0.58
S -2.43 -3.60 -0.03 1.03
O -3.17 -4.71 0.54 -0.74
N -2.37 -2.33 0.92 -0.11
C -3.44 -2.01 1.73 0.08
C -4.75 -2.41 1.56 -0.48
C -5.77 -2.01 2.44 -1.08
C -5.51 -1.21 3.51 -0.94
C -4.19 -0.77 3.73 1.57
C -3.85 0.07 4.82 -0.67
C -2.56 0.48 4.98 -1.09
C -1.60 0.06 4.05 -0.35
N -1.87 -0.72 3.03 -0.32
C -3.15 -1.15 2.85 -0.21
C -3.34 -3.14 -1.50 0.42
C -3.43 -1.82 -1.91 -0.18
C -4.07 -1.51 -3.11 -0.57
C -4.61 -2.52 -3.88 -0.51
C -4.53 -3.84 -3.46 -0.60
C -3.90 -4.15 -2.27 -0.73
H -5.00 -3.06 0.73 0.50
H -6.78 -2.36 2.25 0.38
H -6.30 -0.90 4.20 0.36
H -4.63 0.38 5.50 0.40
H -2.27 1.13 5.80 0.45
H -0.58 0.41 4.14 0.77
H -2.99 -1.04 -1.31 0.27
H -4.13 -0.48 -3.43 0.44
H -5.10 -2.28 -4.82 0.37
H -4.96 -4.63 -4.07 0.41
H -3.84 -5.18 -1.92 0.46
C 3.42 4.54 -0.41 -1.64
C 2.85 3.32 0.27 1.05
O 3.51 2.15 -0.23 -0.42
P 2.55 0.83 -0.45 0.90
O 2.10 0.96 -2.00 -0.23
C 3.05 1.08 -3.07 -0.12
C 2.33 1.66 -4.27 -1.42
O 3.77 -0.23 -0.67 -0.44
C 4.28 -0.86 0.51 0.10
C 5.41 -1.77 0.11 -1.41
H 2.96 5.44 -0.01 0.41
H 3.24 4.50 -1.49 0.32
H 4.50 4.60 -0.25 0.34
H 1.77 3.25 0.10 -0.37
H 2.99 3.37 1.35 0.00
H 3.44 0.08 -3.29 0.16
H 3.88 1.71 -2.76 0.41
H 1.48 1.04 -4.55 0.25
H 3.01 1.74 -5.12 0.38
H 1.96 2.66 -4.03 0.33
H 3.47 -1.43 0.99 0.21
H 4.63 -0.09 1.21 0.30
H 5.07 -2.53 -0.59 0.16
H 5.82 -2.28 0.99 0.42
H 6.21 -1.20 -0.36 0.32
O -0.47 -1.00 -1.43 -0.88
C 0.52 -1.76 -1.26 2.96
O 1.12 -1.90 -0.16 -1.23
C 1.01 -2.53 -2.45 -0.48
C 0.23 -2.59 -3.59 -0.59
C 0.70 -3.31 -4.68 -0.54
C 1.92 -3.95 -4.68 -0.40
C 2.68 -3.85 -3.53 -0.35
C 2.24 -3.16 -2.41 -0.24
N 3.99 -4.51 -3.50 1.04
O 4.34 -5.13 -4.49 -0.67
O 4.65 -4.42 -2.48 -0.62
N -0.12 -3.38 -5.90 1.08
O 0.30 -4.05 -6.83 -0.67
O -1.17 -2.77 -5.92 -0.62
H -0.73 -2.10 -3.62 0.68
H 2.28 -4.49 -5.54 0.61
H 2.84 -3.11 -1.51 0.51
C 3.13 0.66 4.20 -1.60
C 2.19 1.71 3.68 0.65
C 2.29 3.04 4.11 -1.24
C 1.38 3.97 3.61 0.52
C 1.46 5.41 4.06 -1.80
C 0.41 3.61 2.69 -0.87
C 0.27 2.27 2.20 -0.25
C 1.22 1.36 2.76 0.06
N -0.60 1.77 1.31 2.42
C -1.66 2.46 0.56 1.62
C -1.26 2.47 -0.92 -1.30
C -2.04 3.90 0.95 -2.55
C -2.94 1.63 0.72 -1.63
H 3.91 1.10 4.83 0.40
H 3.62 0.13 3.38 0.12
H 2.60 -0.08 4.80 0.34
H 3.05 3.33 4.83 0.22
H 2.28 5.56 4.76 0.39
H 0.54 5.71 4.55 0.33
H 1.62 6.08 3.21 0.31
H -0.24 4.39 2.35 0.30
H 1.22 0.32 2.45 0.54
H -0.34 3.06 -1.05 0.24
H -2.04 2.91 -1.54 0.46
H -1.05 1.47 -1.29 -0.01
H -1.25 4.61 0.71 0.45
H -2.29 3.98 2.00 0.43
H -2.92 4.18 0.37 0.56
H -2.82 0.59 0.41 0.17
H -3.75 2.04 0.10 0.60
H -3.27 1.63 1.76 0.26

***

98
Properties=species:S:1:pos:R:3:mulliken_charge:R:1 method="wB97M-V/def2-TZVPD" max_force_ev_per_a=0.75 total_charge=+1 energy_ha=-5098.16843 mol_weight_g_mol=806.56
Cu 0.19 -1.05 0.02 -1.08
C 4.15 -3.04 1.74 -1.83
C 2.93 -2.39 1.09 0.56
C 3.27 -0.95 0.70 -0.71
C 2.45 -3.19 -0.12 -0.04
C 2.26 -4.69 0.13 -0.72
O 0.95 -4.98 -0.39 -0.48
C 0.38 -3.82 -0.75 0.60
N 1.10 -2.77 -0.60 0.77
C -1.00 -3.97 -1.28 0.16
C -1.42 -5.30 -1.46 -1.01
C -2.68 -5.60 -1.94 -0.85
C -3.55 -4.57 -2.26 -0.84
C -3.15 -3.26 -2.10 -0.36
C -1.88 -2.92 -1.62 0.65
P -1.43 -1.12 -1.52 1.41
C -3.01 -0.40 -0.95 0.23
C -3.62 -0.98 0.17 -0.79
C -4.76 -0.42 0.72 -0.74
C -5.31 0.73 0.17 -0.73
C -4.69 1.34 -0.92 -0.86
C -3.54 0.78 -1.47 -0.17
C -1.29 -0.80 -3.31 1.01
C 0.00 -0.82 -3.82 -0.36
C 0.22 -0.70 -5.19 -0.50
C -0.86 -0.55 -6.05 -0.66
C -2.15 -0.50 -5.54 -0.78
C -2.37 -0.63 -4.17 -0.46
H 4.55 -2.40 2.52 0.43
H 4.94 -3.19 0.99 0.37
H 3.93 -4.01 2.19 0.44
H 2.10 -2.37 1.82 0.02
H 4.17 -0.94 0.06 0.49
H 3.47 -0.36 1.59 0.61
H 2.47 -0.47 0.13 -0.80
H 3.15 -3.01 -0.94 0.44
H 2.28 -4.96 1.18 0.39
H 2.98 -5.31 -0.41 0.27
H -0.74 -6.10 -1.21 0.50
H -2.97 -6.63 -2.07 0.41
H -4.55 -4.79 -2.63 0.48
H -3.84 -2.47 -2.36 0.27
H -3.19 -1.88 0.60 0.53
H -5.24 -0.89 1.57 0.48
H -6.22 1.16 0.58 0.47
H -5.11 2.24 -1.34 0.44
H -3.06 1.25 -2.31 0.40
H 0.84 -0.93 -3.14 0.03
H 1.23 -0.73 -5.58 0.46
H -0.70 -0.47 -7.12 0.40
H -3.00 -0.38 -6.21 0.45
H -3.39 -0.60 -3.79 0.29
N 0.11 -0.32 1.86 0.14
S 0.06 1.24 2.11 0.92
C -1.45 1.58 2.99 0.15
C -1.61 1.26 4.34 -0.46
C -2.84 1.46 4.93 -0.74
C -3.90 1.98 4.19 -0.61
C -3.74 2.28 2.85 -0.57
C -2.51 2.08 2.24 -0.20
C 1.26 1.64 3.40 0.07
C 1.55 2.98 3.63 -0.46
C 2.50 3.30 4.59 -0.71
C 3.17 2.29 5.28 -0.54
C 2.88 0.96 5.02 -0.76
C 1.92 0.63 4.07 -0.08
H -0.37 -0.86 2.57 0.22
H -0.78 0.88 4.92 0.42
H -2.98 1.22 5.98 0.43
H -4.86 2.14 4.67 0.41
H -4.56 2.67 2.27 0.50
H -2.37 2.28 1.18 0.20
H 1.03 3.76 3.08 0.45
H 2.73 4.34 4.79 0.43
H 3.91 2.55 6.02 0.42
H 3.41 0.18 5.55 0.45
H 1.70 -0.41 3.83 0.39
C 4.29 3.27 0.31 -1.18
N 3.78 2.12 -0.41 0.20
C 3.60 2.04 -1.73 0.56
N 3.96 3.12 -2.46 -0.36
S 2.91 0.68 -2.44 -0.33
H 4.43 3.00 1.35 0.32
H 3.59 4.12 0.26 0.34
H 5.26 3.59 -0.09 0.43
H 3.40 1.34 0.11 -0.16
H 4.57 3.82 -2.08 0.17
H 4.00 2.98 -3.46 0.27
C -0.74 4.05 -0.89 -1.03
S 0.33 2.68 -1.37 0.65
C 0.10 2.86 -3.13 -0.96
O -0.42 1.44 -0.96 -0.10
H -1.74 3.85 -1.26 0.32
H -0.35 4.98 -1.30 0.48
H -0.75 4.10 0.20 0.21
H 0.62 3.76 -3.47 0.48
H -0.97 2.93 -3.35 0.39
H 0.53 1.98 -3.60 0.09